A.
{
  "formula": "C22H21N3O4S",
  "method": "ωB97M-V with the def2-TZVPD basis set",
  "smiles": "COCCn1c(SCC(=O)Nc2ccccc2C)nc2c(oc3ccccc32)c1=O",
  "elements": ["C", "O", "C", "C", "N", "C", "S", "C", "C", "O", "N", "C", "C", "C", "C", "C", "C", "C", "N", "C", "C", "O", "C", "C", "C", "C", "C", "C", "C", "O", "H", "H", "H", "H", "H", "H", "H", "H", "H", "H", "H", "H", "H", "H", "H", "H", "H", "H", "H", "H", "H"],
  "xyz": [[-2.92, -2.91, 2.62], [-1.70, -2.79, 1.90], [-1.59, -3.62, 0.78], [-2.41, -3.14, -0.43], [-2.16, -1.74, -0.70], [-1.00, -1.34, -1.28], [0.06, -2.58, -1.93], [1.28, -1.58, -2.84], [2.52, -1.25, -2.00], [3.59, -1.73, -2.27], [2.25, -0.41, -0.98], [3.13, 0.07, 0.00], [4.51, 0.03, -0.18], [5.35, 0.51, 0.80], [4.84, 1.06, 1.96], [3.46, 1.10, 2.14], [2.59, 0.61, 1.18], [1.11, 0.66, 1.42], [-0.62, -0.10, -1.42], [-1.49, 0.84, -0.97], [-2.71, 0.52, -0.41], [-3.40, 1.64, -0.05], [-2.60, 2.69, -0.36], [-2.88, 4.03, -0.17], [-1.92, 4.94, -0.56], [-0.71, 4.53, -1.14], [-0.43, 3.20, -1.34], [-1.39, 2.26, -0.95], [-3.15, -0.83, -0.23], [-4.19, -1.23, 0.23], [-2.78, -2.33, 3.53], [-3.11, -3.95, 2.87], [-3.76, -2.50, 2.06], [-0.53, -3.62, 0.53], [-1.90, -4.65, 1.02], [-3.48, -3.23, -0.23], [-2.15, -3.74, -1.31], [1.58, -2.19, -3.68], [0.77, -0.67, -3.17], [1.28, -0.10, -0.90], [4.91, -0.40, -1.08], [6.42, 0.47, 0.65], [5.49, 1.44, 2.73], [3.06, 1.52, 3.05], [0.66, -0.33, 1.33], [0.62, 1.33, 0.71], [0.91, 1.04, 2.42], [-3.81, 4.34, 0.28], [-2.10, 5.99, -0.43], [0.01, 5.28, -1.43], [0.50, 2.87, -1.78]]
}



B.
{
  "formula": "C22H21N3O4S",
  "method": "ωB97M-V with the def2-TZVPD basis set",
  "smiles": "COc1cc(C(=O)Nc2nc3ccc(C)cc3s2)ccc1OCc1c(C)noc1C",
  "elements": ["C", "O", "C", "C", "C", "C", "O", "N", "C", "N", "C", "C", "C", "C", "C", "C", "C", "S", "C", "C", "C", "O", "C", "C", "C", "C", "N", "O", "C", "C", "H", "H", "H", "H", "H", "H", "H", "H", "H", "H", "H", "H", "H", "H", "H", "H", "H", "H", "H", "H", "H"],
  "xyz": [[-2.97, -1.19, 2.38], [-2.61, -0.23, 1.41], [-1.59, -0.53, 0.54], [-0.76, -1.63, 0.71], [0.29, -1.90, -0.16], [1.10, -3.11, 0.08], [0.63, -4.19, 0.37], [2.47, -3.01, -0.09], [3.25, -1.90, -0.06], [2.88, -0.69, 0.15], [3.92, 0.18, 0.12], [3.84, 1.56, 0.30], [4.99, 2.31, 0.24], [6.24, 1.74, 0.01], [7.46, 2.60, -0.04], [6.34, 0.37, -0.17], [5.19, -0.40, -0.12], [5.01, -2.12, -0.31], [0.49, -1.07, -1.26], [-0.34, 0.00, -1.46], [-1.39, 0.30, -0.58], [-2.10, 1.40, -0.93], [-3.32, 1.74, -0.30], [-4.39, 0.71, -0.44], [-5.51, 0.54, 0.42], [-5.87, 1.36, 1.61], [-6.24, -0.47, 0.03], [-5.65, -0.99, -1.08], [-4.54, -0.29, -1.37], [-3.75, -0.70, -2.55], [-3.87, -0.81, 2.84], [-2.19, -1.31, 3.14], [-3.18, -2.16, 1.92], [-0.90, -2.30, 1.54], [2.96, -3.90, -0.04], [2.87, 2.01, 0.47], [4.93, 3.38, 0.38], [7.59, 3.13, 0.91], [7.36, 3.35, -0.82], [8.35, 2.01, -0.23], [7.29, -0.10, -0.35], [1.28, -1.28, -1.97], [-0.22, 0.65, -2.31], [-3.62, 2.67, -0.81], [-3.17, 1.97, 0.76], [-6.14, 2.37, 1.29], [-6.71, 0.91, 2.12], [-5.02, 1.43, 2.28], [-3.01, -1.46, -2.27], [-3.22, 0.15, -2.97], [-4.42, -1.13, -3.30]]
}



Energies relative to the most stable structure, in kcal/mol: A 0.0; B 42.9.



A.
{
  "formula": "CH6O",
  "method": "ωB97M-V with the def2-TZVPD basis set",
  "smiles": "C.O",
  "elements": ["C", "H", "H", "H", "H", "O", "H", "H"],
  "xyz": [[0.00, 0.00, 0.00], [-0.97, -0.03, 0.53], [0.66, -0.79, 0.40], [-0.16, -0.16, -1.08], [0.47, 0.98, 0.15], [0.72, -4.11, 1.44], [0.05, -4.54, 0.85], [0.23, -3.92, 2.28]]
}



B.
{
  "formula": "CH6O",
  "method": "ωB97M-V with the def2-TZVPD basis set",
  "smiles": "C.O",
  "elements": ["C", "H", "H", "H", "H", "O", "H", "H"],
  "xyz": [[0.12, 1.36, -0.15], [0.62, 2.17, -0.67], [-0.49, 1.78, 0.64], [0.91, 0.71, 0.20], [-0.41, 0.69, -0.82], [-0.42, -2.49, 0.54], [-0.70, -2.30, -0.37], [0.35, -1.92, 0.62]]
}



Energies relative to the most stable structure, in kcal/mol: A 0.0; B 1.5.